C29H23FNO10P2W | ωB97M-V/def2-TZVPD

Results
Lowest unoccupied orbital energy (spin up / spin down) in eV: -4.40 / -4.39
Energy relative to the best compared isomer or geometry (same formula, charge and spin) in kJ/mol: 0.0
Net charge: +1
Kohn-Sham gap (spin up / spin down) in hartree: 0.2258 / 0.2258
Energy in Eh: -2775.8456

Each line ends with the Mulliken charge.
Positions of all 67 atoms, in Å:
W: 1.3350 -1.9296 -1.0550  2.31
C: -0.7831 5.1224 -3.1037  -1.94
C: 0.2039 5.1030 -1.9523  0.54
C: 1.4188 5.9739 -2.2189  -0.93
C: 2.2790 6.0614 -0.9697  -0.98
C: 2.5939 4.6845 -0.4418  1.05
C: 3.6759 4.4824 0.3779  -0.67
C: 3.9958 3.2052 0.8369  -0.01
F: 5.0563 3.0690 1.6349  -0.33
C: 3.2756 2.1066 0.4799  -1.04
C: 2.1704 2.2848 -0.3618  0.22
C: 1.4089 1.1340 -0.7918  1.89
O: 1.7096 -0.0091 -0.3317  -0.99
C: 0.3560 1.3602 -1.6682  -0.27
C: 0.0199 2.6523 -2.0196  -0.30
N: 0.6841 3.7201 -1.6204  0.25
C: 1.8129 3.5679 -0.8058  -0.74
C: -0.4550 0.2640 -2.2401  0.18
O: -1.5358 0.4104 -2.7297  -0.62
O: 0.1628 -0.9311 -2.1922  -0.69
H: -1.0289 6.1631 -3.3098  0.43
H: -1.7207 4.6154 -2.8789  0.54
H: -0.3490 4.6931 -4.0094  0.39
H: -0.2900 5.4670 -1.0471  0.19
H: 1.0765 6.9633 -2.5187  0.36
H: 1.9865 5.5548 -3.0552  0.33
H: 1.7521 6.6362 -0.2030  0.34
H: 3.2106 6.5891 -1.1713  0.47
H: 4.3064 5.3144 0.6688  0.53
H: 3.5444 1.1178 0.8225  0.68
H: -0.8405 2.8003 -2.6542  0.64
O: 5.4409 -2.2469 -1.6801  -0.50
P: 3.9108 -2.5117 -1.6365  0.91
O: 3.1068 -1.5929 -2.5130  -0.61
O: 3.1832 -2.3479 -0.2617  -0.69
O: 3.7630 -4.0507 -2.0501  -0.33
P: 2.2951 -4.7817 -1.8717  0.89
O: 2.1321 -4.8445 -0.2915  -0.35
O: 2.1829 -6.0980 -2.4697  -0.69
O: 1.3465 -3.5687 -2.1754  -0.51
H: 6.0008 -3.0267 -1.8017  0.37
H: 2.1946 -5.7194 0.1069  0.32
C: 0.0305 -2.3890 0.2420  -1.71
C: -1.0167 -2.5346 0.9389  1.79
C: -2.1165 -2.6344 1.6819  0.20
C: -3.1932 -1.6563 1.4364  0.31
C: -3.9797 -1.1935 2.4937  -0.15
C: -4.9537 -0.2363 2.2639  -0.73
C: -5.1560 0.2588 0.9814  -0.44
C: -4.3752 -0.1959 -0.0747  -0.81
C: -3.3936 -1.1442 0.1516  -0.53
C: -2.2273 -3.7031 2.6921  0.41
C: -1.0800 -4.2174 3.3011  -0.57
C: -1.1857 -5.2373 4.2291  -0.69
C: -2.4333 -5.7623 4.5442  -0.43
C: -3.5764 -5.2672 3.9307  -0.76
C: -3.4785 -4.2373 3.0099  -0.13
H: -3.8084 -1.5662 3.4953  0.56
H: -5.5553 0.1260 3.0872  0.42
H: -5.9260 0.9988 0.8050  0.41
H: -4.5345 0.1794 -1.0772  0.47
H: -2.7973 -1.5129 -0.6744  0.56
H: -0.1128 -3.7949 3.0578  0.44
H: -0.2974 -5.6223 4.7123  0.41
H: -2.5141 -6.5623 5.2687  0.40
H: -4.5446 -5.6888 4.1661  0.41
H: -4.3635 -3.8644 2.5109  0.54



C29H24BrCl4F6IN2O5PSSbTl | ωB97M-V/def2-TZVPD

Results
Lowest unoccupied orbital energy (spin up / spin down) in eV: -0.62 / -1.91
Energy relative to the best compared isomer or geometry (same formula, charge and spin) in kJ/mol: 68.1
Multiplicity: 2
⟨S²⟩: 0.756
Kohn-Sham gap (spin up / spin down) in hartree: 0.2741 / 0.2401
Energy in Eh: -8069.2540

Each line ends with the Mulliken charge.
Positions of all 76 atoms, in Å:
Tl: -0.0630 -0.6227 0.7076  2.60
Cl: -0.2922 -2.3228 7.6587  -0.27
C: -0.7336 -2.0527 6.0039  0.50
C: -1.9779 -2.4029 5.5752  -0.46
C: -2.3656 -2.1736 4.2408  0.01
I: -4.2510 -2.8258 3.6454  0.08
C: -1.5169 -1.5960 3.3172  -0.02
O: -1.8501 -1.3466 2.0700  -0.50
C: -0.1822 -1.3162 3.7653  0.16
N: 0.7038 -0.8654 2.8412  0.41
C: 1.9150 -0.5044 3.1932  0.18
C: 2.3540 -0.5798 4.5223  -1.28
C: 1.5115 -1.0872 5.4663  -0.93
C: 0.2082 -1.4946 5.1041  -0.10
H: -2.6728 -2.8592 6.2655  0.46
H: 2.5668 -0.1321 2.4150  0.11
H: 3.3438 -0.2287 4.7729  0.47
H: 1.8206 -1.1731 6.4986  0.44
O: 5.1916 -4.1620 -1.2657  -0.55
C: 4.1984 -3.4524 -0.7023  1.01
C: 3.1140 -4.0348 -0.0528  -0.90
C: 2.1433 -3.2118 0.4685  -0.82
N: 2.1834 -1.8722 0.3853  0.00
C: 3.2588 -1.3426 -0.1916  0.03
Br: 3.4326 0.5348 -0.1172  -0.10
C: 4.2855 -2.0684 -0.7573  -0.68
H: 5.0115 -5.1066 -1.1948  0.31
H: 3.0166 -5.1093 0.0308  0.33
H: 1.2729 -3.6280 0.9549  0.71
H: 5.1303 -1.5833 -1.2212  0.52
Cl: -0.3783 -4.7189 -2.7112  -0.15
C: -1.5031 -4.2312 -1.4263  0.88
Cl: -1.5610 -5.4951 -0.1937  -0.16
Cl: -3.1279 -4.0049 -2.1007  -0.15
C: -1.0032 -2.8630 -0.8662  -0.29
O: -1.0091 -1.9074 -1.6299  -0.47
O: -0.6375 -2.8647 0.3440  -0.25
C: 2.0648 3.5602 -9.2523  -1.08
C: 1.8757 3.1847 -7.8051  0.74
O: 2.3926 2.2408 -7.2811  -0.51
S: 0.7706 4.3256 -6.9608  -0.25
C: 0.6015 3.5438 -5.3823  0.15
C: -0.6618 3.1184 -4.9846  -0.62
C: -0.8264 2.4854 -3.7660  -0.54
C: 0.2729 2.2623 -2.9368  0.46
C: 1.5308 2.7165 -3.3305  -0.52
C: 1.6944 3.3605 -4.5441  -0.47
C: 0.1148 1.5186 -1.7199  0.63
C: -0.0257 0.8562 -0.7239  -1.83
H: 3.0580 3.2589 -9.5774  0.31
H: 1.9144 4.6263 -9.4159  0.36
H: 1.3243 3.0149 -9.8397  0.28
H: -1.5099 3.2764 -5.6375  0.41
H: -1.8047 2.1431 -3.4567  0.44
H: 2.3793 2.5647 -2.6775  0.43
H: 2.6703 3.7139 -4.8445  0.43
F: -0.7534 1.3633 2.4349  -0.18
Sb: -0.1019 3.0168 3.2257  2.20
F: -0.1590 3.7618 1.5020  -0.56
F: 1.6535 2.3966 2.8924  -0.56
F: -1.9210 3.4708 3.4771  -0.58
F: -0.0985 2.0841 4.8644  -0.59
F: 0.5048 4.5982 4.0160  -0.52
C: -4.2137 -0.6217 0.4077  -1.31
P: -3.0916 0.4576 1.3199  1.54
C: -3.8057 0.9058 2.9058  -0.97
C: -3.0543 2.0125 0.3796  -0.82
H: -5.2307 -0.2298 0.4833  0.51
H: -4.1737 -1.6301 0.8125  0.20
H: -3.9077 -0.6439 -0.6391  0.32
H: -4.7802 1.3625 2.7177  0.47
H: -3.1540 1.6345 3.3873  0.07
H: -3.9288 0.0343 3.5437  0.17
H: -4.0769 2.3980 0.3274  0.53
H: -2.6685 1.8295 -0.6213  -0.01
H: -2.4117 2.7333 0.8835  0.15



C29H24Cl2F4N3O5Re | ωB97M-V/def2-TZVPD

Results
Lowest unoccupied orbital energy (spin up / spin down) in eV: -3.70 / -3.97
Energy relative to the best compared isomer or geometry (same formula, charge and spin) in kJ/mol: 0.0
Multiplicity: 2
⟨S²⟩: 0.754
Net charge: +1
Kohn-Sham gap (spin up / spin down) in hartree: 0.2745 / 0.2648
Energy in Eh: -3057.9502

Each line ends with the Mulliken charge.
Positions of all 68 atoms, in Å:
Re: -0.4326 0.8960 0.1668  1.08
C: 1.9589 3.6992 0.9227  -1.31
C: 0.4688 3.8682 0.6845  -0.65
N: -0.3708 2.7853 1.2815  -0.28
C: 0.0447 2.4763 2.6923  -0.64
C: -0.1009 3.6241 3.6784  -1.57
C: -1.7964 3.2158 1.2343  -1.02
C: -2.6854 2.0543 1.6175  -0.83
N: -2.1708 0.8715 0.9033  1.33
C: -3.0741 -0.2156 0.7805  -1.27
C: -2.8325 -1.4173 1.4350  0.68
F: -1.7441 -1.5369 2.2044  -0.38
C: -3.6796 -2.4973 1.2682  0.49
F: -3.4022 -3.6387 1.8977  -0.32
C: -4.7995 -2.4010 0.4653  -0.65
C: -5.0503 -1.2071 -0.1813  0.29
F: -6.1138 -1.0849 -0.9726  -0.30
C: -4.1975 -0.1262 -0.0324  0.47
F: -4.4378 1.0113 -0.6902  -0.36
H: 2.5017 4.3637 0.2516  0.42
H: 2.2933 2.6783 0.7326  0.26
H: 2.2454 3.9546 1.9419  0.33
H: 0.2434 3.8724 -0.3823  0.52
H: 0.1353 4.8284 1.0867  0.55
H: 1.0734 2.1302 2.6473  0.60
H: -0.5439 1.6203 3.0225  0.42
H: 0.3852 4.5358 3.3307  0.32
H: 0.3761 3.3377 4.6150  0.44
H: -1.1414 3.8547 3.9046  0.32
H: -2.0015 3.5144 0.2046  0.53
H: -1.9631 4.0797 1.8794  0.64
H: -3.7080 2.2617 1.3001  0.61
H: -2.7050 1.8753 2.6960  0.27
H: -5.4678 -3.2422 0.3460  0.53
Cl: 3.2149 -1.1912 2.7082  -0.22
C: 2.2705 -1.9161 1.4708  0.80
C: 2.6096 -3.2029 0.9944  -0.53
C: 1.8951 -3.7901 -0.0081  0.92
Cl: 2.3516 -5.3527 -0.5854  -0.22
C: 0.7847 -3.1271 -0.5972  0.07
C: -0.0435 -3.6366 -1.6191  -0.84
C: -1.0737 -2.8715 -2.0978  -1.61
C: -1.2773 -1.5808 -1.5889  -0.51
N: -0.5100 -1.0755 -0.6428  0.95
C: 0.4935 -1.8430 -0.1208  -0.08
C: 1.2236 -1.2330 0.9188  -0.50
O: 0.8566 0.0176 1.2905  -0.48
H: 3.4546 -3.7154 1.4322  0.53
H: 0.1417 -4.6268 -2.0125  0.56
H: -1.7269 -3.2361 -2.8773  0.53
H: -2.0599 -0.9403 -1.9790  0.69
O: -0.7627 1.1387 -3.6852  -0.57
C: -0.0937 1.1438 -2.6970  0.30
O: -0.5139 1.7609 -1.5444  -0.55
C: 1.2118 0.4449 -2.5335  -0.01
C: 2.0914 0.8315 -1.5302  -0.90
C: 3.2400 0.0867 -1.2353  -0.95
C: 3.4303 -1.0520 -1.9739  0.81
O: 4.4037 -1.9861 -1.8402  -0.51
C: 4.2377 -2.8898 -2.9392  -0.37
O: 2.9533 -2.6212 -3.5104  -0.51
C: 2.5567 -1.4297 -2.9937  1.16
C: 1.4522 -0.6917 -3.3207  -1.53
H: 1.9073 1.7575 -0.9981  1.34
H: 3.9316 0.3798 -0.4572  0.57
H: 4.2631 -3.9128 -2.5720  0.27
H: 5.0141 -2.7015 -3.6836  0.33
H: 0.7649 -0.9794 -4.1041  0.53



The highest energy belongs to which entry?
C29H23FNO10P2W